[1]
10
Properties=species:S:1:pos:R:3 method="wB97M-V/def2-TZVPD" total_charge=-1 gap_ev=6.70 multiplicity=1
O 0.87 -1.03 1.79
H 0.99 -1.02 2.75
C -0.80 -0.25 -0.71
C 0.35 0.72 -0.47
H -1.05 -0.46 -1.76
H -0.83 -1.19 -0.15
H -1.72 0.10 -0.23
H 0.51 1.51 -1.23
H 1.35 0.29 -0.46
H 0.34 1.32 0.46

---

[2]
12
Properties=species:S:1:pos:R:3 method="wB97M-V/def2-TZVPD" gap_ev="6.58 / 6.57" multiplicity=1
C 1.12 0.20 -0.15
C 0.30 0.29 -1.40
C -1.58 -0.23 0.20
C 1.89 0.13 0.87
N -0.85 -1.29 0.51
N -1.14 0.22 -1.08
O 0.61 0.52 -2.56
O -2.41 0.34 0.87
Br -0.32 -1.63 2.20
Br -2.20 1.31 -2.08
H 1.98 -0.73 1.50
H 2.62 0.87 1.11

---

[3]
65
Properties=species:S:1:pos:R:3 method="wB97M-V/def2-TZVPD" total_charge=-2 gap_ev=6.87 multiplicity=1
Bi 0.18 1.46 1.35
O 2.87 4.85 1.69
C 2.02 4.03 1.39
O 1.67 3.04 2.10
C 1.31 4.17 0.02
N 1.33 2.92 -0.71
C 0.54 3.00 -1.93
C -0.97 3.04 -1.69
N -1.46 1.92 -0.92
C -1.69 0.74 -1.74
C -1.70 -0.55 -0.90
N -0.44 -0.72 -0.24
C 0.62 -1.33 -1.01
C 1.85 -0.41 -1.11
N 2.19 0.25 0.14
C 3.14 1.35 -0.01
C 2.69 2.47 -0.96
C 2.70 -0.67 1.14
C 2.63 -0.14 2.60
O 3.55 -0.42 3.34
O 1.58 0.50 2.93
C -2.06 -1.36 2.06
C -2.62 0.06 2.43
O -3.84 0.14 2.46
O -1.78 0.97 2.69
C -2.63 2.30 -0.15
C -2.30 3.50 0.80
O -3.07 4.45 0.80
O -1.20 3.43 1.43
H 1.79 4.99 -0.55
H 0.28 4.44 0.27
H 0.77 2.12 -2.55
H 0.82 3.89 -2.52
H -1.46 3.11 -2.68
H -1.21 3.96 -1.15
H -0.88 0.66 -2.47
H -2.64 0.81 -2.30
H -1.93 -1.41 -1.55
H -2.50 -0.47 -0.16
H 0.28 -1.54 -2.03
H 0.86 -2.31 -0.57
H 1.63 0.36 -1.84
H 2.70 -1.00 -1.48
H 4.12 0.98 -0.36
H 3.28 1.78 0.99
H 2.79 2.12 -1.99
H 3.40 3.30 -0.83
H 3.75 -0.94 0.93
H 2.11 -1.58 1.13
H -1.94 -1.92 2.99
H -2.77 -1.91 1.43
H -2.97 1.48 0.47
H -3.47 2.61 -0.80
F -1.91 -8.27 -0.21
C -1.45 -6.98 -0.18
C -1.26 -6.28 -1.36
F -1.55 -6.88 -2.55
C -0.77 -4.98 -1.29
F -0.61 -4.33 -2.49
C -0.42 -4.30 -0.13
S -0.41 -1.42 1.39
C -0.66 -5.07 1.01
F -0.38 -4.53 2.23
C -1.15 -6.37 1.03
F -1.35 -7.06 2.19

---

[4]
8
Properties=species:S:1:pos:R:3 method="wB97M-V/def2-TZVPD" gap_ev="8.72 / 8.72" multiplicity=1
C -1.01 0.74 0.28
C 0.71 -0.14 0.18
N 0.37 -1.47 -0.18
O -1.53 1.03 1.33
O 0.21 -1.61 -1.38
F 1.35 0.15 1.25
H -1.18 0.81 -0.82
H 1.09 0.49 -0.67